No. 1
66
Properties=species:S:1:pos:R:3:lowdin_charge:R:1 method="wB97M-V/def2-TZVPD" lumo_ev=-5.6620 gap_ev=6.9 de_lowest_ev=0.353 charge=+2 e_tot_ha=-1795.5368 e_homo_ha=-0.46101
Hf -0.022 -0.516 0.258 1.55
C -3.191 0.364 0.498 -0.16
C -3.084 -0.481 -0.747 -0.16
N -2.040 -1.514 -0.539 -0.12
C -2.459 -2.666 0.296 -0.10
C -1.762 -2.712 1.632 -0.23
C -1.974 -3.736 2.527 0.02
C -1.282 -3.725 3.730 0.01
C -0.419 -2.680 4.025 0.02
C -0.269 -1.673 3.099 -0.23
C 0.650 -0.497 3.363 -0.11
N 0.582 0.555 2.312 -0.16
C -0.343 1.687 2.613 -0.15
C -1.769 1.352 2.245 -0.17
N -1.856 0.931 0.824 -0.12
N -0.916 -1.705 1.916 0.02
H -3.499 -0.251 1.347 0.12
H -3.940 1.147 0.378 0.14
H -2.767 0.131 -1.591 0.12
H -4.049 -0.924 -0.994 0.14
H -1.744 -1.869 -1.442 0.12
H -2.237 -3.589 -0.236 0.14
H -3.540 -2.649 0.457 0.14
H -2.661 -4.537 2.286 0.14
H -1.422 -4.529 4.441 0.13
H 0.120 -2.645 4.963 0.14
H 1.678 -0.863 3.402 0.14
H 0.428 -0.076 4.345 0.14
H 1.514 0.951 2.241 0.07
H 0.000 2.540 2.030 0.13
H -0.283 1.956 3.668 0.14
H -2.410 2.213 2.439 0.14
H -2.141 0.527 2.853 0.12
H -1.710 1.758 0.240 0.13
I 3.081 -0.186 0.137 1.32
C 3.056 1.832 -0.399 -0.56
C 4.249 2.514 -0.522 -0.12
C 4.219 3.844 -0.933 -0.04
C 3.017 4.449 -1.244 0.01
C 1.805 3.759 -1.152 -0.13
C 0.566 4.389 -1.614 -0.02
C -0.439 3.749 -2.227 -0.05
C -0.528 2.313 -2.466 -0.01
C 0.055 1.384 -1.712 -0.34
C 1.845 2.452 -0.681 -0.26
H 5.190 2.028 -0.300 0.11
H 5.145 4.396 -1.022 0.12
H 3.002 5.475 -1.590 0.13
H 0.533 5.471 -1.572 0.12
H -1.232 4.352 -2.654 0.12
H -1.093 1.964 -3.323 0.12
C 1.581 -3.288 -2.684 -0.02
C 0.956 -2.126 -1.974 -0.36
N 0.567 -2.267 -0.604 -0.27
O 1.570 -2.776 0.323 -0.21
C 0.611 -0.966 -2.576 -0.29
C 0.786 -0.671 -4.036 -0.01
N 0.035 0.015 -1.698 -0.11
O 0.623 1.810 -0.435 -0.15
H 1.316 -4.230 -2.198 0.09
H 2.671 -3.213 -2.704 0.09
H 1.245 -3.354 -3.719 0.08
H 1.877 -3.625 -0.034 0.10
H 0.327 -1.437 -4.664 0.09
H 1.843 -0.621 -4.303 0.10
H 0.338 0.286 -4.300 0.07



No. 2
61
Properties=species:S:1:pos:R:3:lowdin_charge:R:1 method="wB97M-V/def2-TZVPD" lumo_ev=0.7528 gap_ev=9.7 de_lowest_ev=0.153 charge=0 e_tot_ha=-861.2860 e_homo_ha=-0.33056
C -3.611 -2.134 -1.053 -0.04
C -2.691 -1.275 -0.237 -0.31
C -3.046 -0.816 0.958 -0.05
C -4.364 -1.094 1.621 -0.27
O -4.493 -0.488 2.886 -0.07
H -3.749 -0.759 3.434 0.08
H -4.520 -2.184 1.703 0.12
H -5.188 -0.692 1.021 0.13
H -2.374 -0.187 1.525 0.11
C -1.365 -0.932 -0.851 -0.17
H -0.712 -0.498 -0.093 0.09
H -0.892 -1.846 -1.220 0.11
C -1.511 0.047 -2.024 -0.18
C -2.103 1.396 -1.615 -0.18
H -3.032 1.212 -1.070 0.11
H -2.359 1.954 -2.520 0.12
C -1.192 2.272 -0.747 -0.38
C -1.979 3.493 -0.272 -0.07
H -1.368 4.113 0.382 0.08
H -2.866 3.187 0.279 0.08
H -2.295 4.096 -1.121 0.08
C 0.084 2.703 -1.494 -0.17
C 1.343 1.952 -1.052 -0.20
C 1.846 2.409 0.316 -0.18
H 1.030 2.395 1.041 0.12
H 2.188 3.443 0.232 0.12
C 2.996 1.539 0.842 -0.39
C 3.789 2.294 1.906 -0.07
H 3.134 2.606 2.717 0.08
H 4.573 1.665 2.322 0.07
H 4.255 3.181 1.483 0.08
C 2.472 0.211 1.409 -0.18
C 3.479 -0.937 1.295 -0.19
H 4.468 -0.572 1.578 0.11
C 3.545 -1.526 -0.117 -0.18
H 4.482 -2.075 -0.237 0.12
C 2.380 -2.469 -0.447 -0.44
C 2.600 -3.852 0.161 -0.08
H 3.484 -4.318 -0.269 0.08
H 2.736 -3.788 1.238 0.07
H 1.744 -4.495 -0.035 0.08
C 2.206 -2.587 -1.960 -0.08
H 1.396 -3.273 -2.201 0.07
H 1.977 -1.619 -2.400 0.07
H 3.119 -2.964 -2.417 0.08
H 1.458 -2.053 -0.028 0.11
H 3.554 -0.706 -0.838 0.10
H 3.209 -1.724 2.001 0.10
H 2.211 0.361 2.460 0.12
H 1.558 -0.076 0.889 0.09
H 3.669 1.327 0.004 0.13
H 1.142 0.881 -1.034 0.09
H 2.135 2.123 -1.787 0.12
H 0.255 3.771 -1.337 0.11
H -0.060 2.559 -2.567 0.11
H -0.907 1.699 0.139 0.12
H -0.535 0.195 -2.488 0.10
H -2.165 -0.402 -2.775 0.11
H -3.970 -2.978 -0.465 0.08
H -4.485 -1.565 -1.370 0.09
H -3.108 -2.516 -1.937 0.08



No. 3
9
Properties=species:S:1:pos:R:3:lowdin_charge:R:1 method="wB97M-V/def2-TZVPD" lumo_ev=-0.9141 gap_ev=8.1 de_lowest_ev=4.507 charge=0 e_tot_ha=-246.8164 e_homo_ha=-0.33294
C 0.877 -1.549 0.033 0.23
C 1.558 -0.434 0.022 -0.21
C -1.299 0.106 0.082 -0.27
C 0.903 0.868 0.083 -0.13
C -2.323 -0.545 0.008 0.16
N -0.340 0.922 -0.024 0.05
H 2.574 -0.358 -0.172 0.08
H 1.395 1.738 0.027 0.08
H -3.344 -0.749 -0.059 0.02



No. 4
16
Properties=species:S:1:pos:R:3:lowdin_charge:R:1 method="wB97M-V/def2-TZVPD" lumo_ev=1.1602 gap_ev=9.9 de_lowest_ev=1.259 charge=0 e_tot_ha=-309.5675 e_homo_ha=-0.32230
C 1.682 -0.862 0.323 -0.16
C 1.086 -0.479 1.585 -0.15
C -0.022 0.129 0.797 -0.19
C -1.167 0.832 0.831 -0.02
C -1.777 0.974 -0.445 -0.12
C -1.246 0.636 -1.659 -0.07
C -0.033 -0.204 -1.712 0.00
C 0.504 -0.303 -0.478 -0.16
H 2.700 -0.500 0.171 0.12
H 1.713 -1.943 0.168 0.12
H 0.699 -1.310 2.185 0.12
H 1.824 0.051 2.182 0.12
H -1.785 1.159 1.667 0.11
H -2.771 1.367 -0.415 0.09
H -1.815 0.915 -2.532 0.09
H 0.409 -0.463 -2.670 0.10



No. 5
40
Properties=species:S:1:pos:R:3:lowdin_charge:R:1 method="wB97M-V/def2-TZVPD" lumo_ev=0.3091 gap_ev=9.2 de_lowest_ev=5.120 charge=0 e_tot_ha=-1122.1762 e_homo_ha=-0.32529 smiles="N[C@@H](CC(=O)O)C(=O)N[C@@H](Cc1c[nH]c2ccccc12)C(=O)O"
C -2.329 2.050 -0.218 -0.36
C -2.883 0.541 -0.045 -0.39
C -1.035 2.344 0.550 -0.04
C 0.181 1.764 -0.132 -0.54
C -1.682 -1.583 -0.585 -0.18
C -2.433 -2.639 0.064 -0.45
C -0.173 -2.084 -0.702 -0.04
C 0.734 -1.428 0.279 -0.15
C 0.609 -1.116 1.597 -0.04
C 2.142 -0.928 -0.170 -0.15
C 2.691 -0.391 0.929 -0.21
C 2.894 -0.933 -1.357 -0.06
C 4.045 0.088 0.962 0.01
C 4.147 -0.441 -1.371 -0.08
C 4.736 0.110 -0.189 -0.06
H -3.703 2.695 1.059 0.11
H -4.097 2.844 -0.552 0.11
H -2.194 2.205 -1.269 0.15
H -0.924 1.870 1.525 0.13
H -1.041 3.479 0.408 0.17
H 0.942 0.632 -1.381 0.09
H -1.085 0.132 0.654 0.14
H -2.202 -1.561 -1.502 0.16
H 0.299 -2.047 -1.732 0.13
H -0.360 -3.180 -0.460 0.13
H -0.159 -0.817 2.338 0.14
H 1.517 0.498 2.379 0.11
H 2.341 -0.915 -2.351 0.14
H 4.407 0.483 1.870 0.10
H 4.541 -0.412 -2.314 0.08
H 5.778 0.310 -0.333 0.10
H -3.808 -1.386 0.069 0.04
N -3.323 2.919 0.132 0.03
N -1.918 -0.337 0.119 0.11
N 1.775 -0.391 2.027 0.07
O -4.053 0.448 -0.454 0.05
O 1.250 2.256 0.346 0.05
O 0.134 0.914 -1.053 0.19
O -2.024 -3.695 0.535 0.10
O -3.734 -2.300 0.328 0.13



No. 6
13
Properties=species:S:1:pos:R:3:lowdin_charge:R:1 method="wB97M-V/def2-TZVPD" lumo_ev=-4.1089 gap_ev=11.9 de_lowest_ev=3.638 charge=+1 e_tot_ha=-265.7748 e_homo_ha=-0.58838 smiles="C1=N[N@@H+]2C[C@@H]2C1"
C 0.453 1.160 0.135 -0.07
C -1.234 -0.571 -0.640 0.14
C -0.706 0.288 0.461 -0.20
C 1.481 0.126 -0.331 -0.06
N -0.100 -1.070 0.437 0.00
N 1.207 -1.063 -0.017 0.10
H 0.169 1.835 -0.664 0.14
H 0.862 1.692 0.989 0.14
H -1.013 -0.567 -1.723 0.15
H -2.214 -0.982 -0.318 0.14
H -1.331 0.589 1.257 0.15
H 2.502 0.363 -0.737 0.16
H -0.076 -1.801 1.150 0.20



No. 7
11
Properties=species:S:1:pos:R:3:lowdin_charge:R:1 method="wB97M-V/def2-TZVPD" lumo_ev=0.9338 gap_ev=10.7 de_lowest_ev=4.923 charge=0 e_tot_ha=-285.2337 e_homo_ha=-0.35827 smiles=C#[N+][O-].C#CC
C 0.418 -1.046 1.522 -0.12
C -0.560 -0.850 0.451 -0.21
C -1.377 -0.714 -0.423 0.07
C 0.023 1.710 -1.919 0.13
N 0.769 1.598 -1.043 -0.22
O 1.545 1.482 -0.130 0.01
H 0.314 -0.272 2.287 0.08
H 0.267 -2.022 1.993 0.08
H 1.437 -0.994 1.131 0.07
H -2.111 -0.605 -1.190 0.02
H -0.725 1.712 -2.677 0.08



No. 8
9
Properties=species:S:1:pos:R:3:lowdin_charge:R:1 method="wB97M-V/def2-TZVPD" lumo_ev=4.3867 gap_ev=9.2 de_lowest_ev=1.963 charge=-1 e_tot_ha=-603.8484 e_homo_ha=-0.17744
N 0.092 1.718 -1.031 -0.27
N 1.373 -0.505 -0.113 -0.26
O -0.131 -0.281 2.208 -0.15
O 0.251 -0.486 -2.523 -0.46
P 0.577 0.243 -1.256 0.32
H -0.419 1.915 -1.888 -0.07
H -0.327 0.658 2.158 0.00
H 0.429 -0.415 1.406 -0.06
H 1.534 -1.423 -0.506 -0.04



No. 9
80
Properties=species:S:1:pos:R:3:lowdin_charge:R:1 method="wB97M-V/def2-TZVPD" lumo_ev="-7.8346 / -12.5793" multiplicity=6 gap_ev="6.6 / 5.9" charge=+3 e_tot_ha=-2291.7900 e_homo_ha="-0.53053 / -0.67964"
Ir -0.101 -0.003 0.289 0.71
P -0.058 -2.311 -0.305 0.96
P -0.044 2.353 -0.080 0.96
N 0.067 0.092 -1.969 -0.14
C 0.074 -2.331 -2.125 -0.27
H 0.754 -3.134 -2.401 0.11
H -0.919 -2.586 -2.516 0.10
C 0.569 -1.029 -2.703 -0.22
H 1.680 -0.993 -2.847 0.17
H 0.146 -0.992 -3.720 0.17
C 0.550 1.293 -2.586 -0.22
H 0.127 1.358 -3.606 0.17
H 1.664 1.286 -2.735 0.17
C 0.062 2.543 -1.882 -0.28
H -0.933 2.836 -2.241 0.10
H 0.745 3.368 -2.098 0.11
C 1.450 3.321 0.529 -0.51
C 1.810 3.060 1.988 -0.10
H 2.813 3.455 2.206 0.11
H 1.832 1.998 2.233 0.04
H 1.112 3.552 2.671 0.07
C -1.644 3.229 0.447 -0.51
C -1.724 3.432 1.957 -0.11
H -2.695 3.881 2.210 0.11
H -0.930 4.102 2.315 0.08
H -1.665 2.469 2.484 0.00
C -1.675 -3.213 0.127 -0.50
C -1.783 -3.539 1.613 -0.10
H -2.746 -4.034 1.795 0.11
H -1.758 -2.630 2.227 0.01
H -0.985 -4.230 1.922 0.08
C 1.421 -3.315 0.245 -0.51
C 1.734 -3.191 1.744 -0.11
H 2.744 -3.582 1.959 0.11
H 1.024 -3.772 2.349 0.07
H 1.713 -2.152 2.091 0.04
C 1.739 -0.022 0.487 -0.44
O 2.892 -0.014 0.617 0.14
C -1.931 4.520 -0.299 -0.08
H -1.215 5.306 -0.061 0.08
H -1.939 4.383 -1.379 0.08
H -2.923 4.872 -0.003 0.11
C -1.943 -4.440 -0.732 -0.08
H -2.934 -4.823 -0.478 0.11
H -1.946 -4.211 -1.795 0.08
H -1.222 -5.240 -0.560 0.08
C 1.384 -4.783 -0.153 -0.08
H 2.361 -5.253 0.012 0.11
H 0.664 -5.341 0.448 0.08
H 1.144 -4.948 -1.201 0.08
C 1.387 4.818 0.271 -0.08
H 0.674 5.309 0.936 0.08
H 2.365 5.273 0.469 0.11
H 1.129 5.082 -0.754 0.08
H 2.245 2.889 -0.096 0.11
H 2.236 -2.822 -0.307 0.11
H -2.397 2.482 0.147 0.11
H -2.421 -2.444 -0.133 0.10
H -0.961 0.069 -1.316 0.05
H -1.632 -0.099 -0.376 0.00
C -0.105 -2.349 6.365 -0.04
C 0.706 -1.598 5.312 -0.17
N -0.152 -1.335 4.102 0.08
C -0.357 -0.133 3.569 -0.77
S -1.354 0.011 2.195 0.76
N -0.018 0.972 4.296 0.11
C -0.627 1.194 5.611 -0.19
C 0.312 2.057 6.402 -0.04
H -1.047 -1.808 6.546 0.08
H 0.485 -2.372 7.303 0.11
H -0.391 -3.349 5.977 0.10
H 1.098 -0.627 5.648 0.11
H 1.575 -2.185 4.967 0.14
H -0.436 -2.154 3.549 0.11
H -0.187 1.810 3.735 0.11
H -1.533 1.787 5.440 0.16
H -0.890 0.241 6.080 0.11
H 0.456 3.017 5.901 0.09
H -0.092 2.206 7.401 0.11
H 1.305 1.623 6.502 0.09



No. 10
58
Properties=species:S:1:pos:R:3:lowdin_charge:R:1 method="wB97M-V/def2-TZVPD" lumo_ev=-7.3415 gap_ev=8.1 charge=+2 e_tot_ha=-5122.4220 e_homo_ha=-0.56763
Sn 2.720 0.693 1.019 1.18
C 0.686 -4.587 2.529 0.00
C 1.601 -3.748 1.668 -0.20
C 2.498 -4.300 0.764 0.05
C 3.336 -3.498 -0.004 -0.04
C 3.222 -2.154 0.183 -0.73
Br 4.295 -0.916 -0.786 0.85
N 2.381 -1.578 1.031 -0.16
C 1.580 -2.367 1.760 -0.05
H 0.898 -5.649 2.416 0.10
H -0.357 -4.421 2.255 0.09
H 0.796 -4.328 3.585 0.10
H 2.556 -5.380 0.656 0.15
H 4.045 -3.912 -0.707 0.13
H 0.905 -1.872 2.446 0.13
F -2.670 3.612 -5.681 0.17
C -1.854 4.424 -4.989 -0.58
F -2.576 5.447 -4.503 0.16
F -0.912 4.903 -5.812 0.16
C -1.226 3.658 -3.854 -0.09
C -2.043 3.236 -2.808 0.03
C -1.499 2.523 -1.755 -0.05
C -0.131 2.232 -1.770 -0.35
C 0.679 2.658 -2.814 -0.06
C 0.122 3.375 -3.867 0.02
P 0.534 1.196 -0.445 0.97
C -0.133 -0.475 -0.678 -0.37
C -1.334 -0.917 -0.126 -0.05
C -1.797 -2.191 -0.423 0.03
C -1.065 -3.015 -1.269 -0.09
C 0.123 -2.581 -1.834 0.02
C 0.594 -1.312 -1.527 -0.10
C -1.561 -4.415 -1.533 -0.57
F -2.875 -4.416 -1.773 0.17
F -0.929 -4.960 -2.584 0.16
F -1.335 -5.193 -0.441 0.14
C -0.012 1.785 1.170 -0.46
C 0.005 0.878 2.240 -0.18
C -0.156 1.328 3.544 0.02
C -0.328 2.681 3.777 -0.08
C -0.336 3.588 2.727 0.05
C -0.161 3.147 1.422 -0.04
C -0.538 3.156 5.196 -0.58
F -1.821 2.981 5.551 0.17
F -0.238 4.458 5.300 0.16
F 0.243 2.448 6.034 0.16
H -3.103 3.472 -2.818 0.14
H -2.139 2.195 -0.939 0.12
H 1.741 2.437 -2.821 0.11
H 0.742 3.715 -4.689 0.14
H -1.921 -0.274 0.525 0.12
H -2.739 -2.540 -0.010 0.14
H 0.665 -3.225 -2.519 0.14
H 1.515 -0.960 -1.982 0.09
H 0.079 -0.185 2.052 0.06
H -0.158 0.631 4.374 0.14
H -0.467 4.646 2.929 0.14
H -0.148 3.863 0.607 0.13



No. 11
30
Properties=species:S:1:pos:R:3:lowdin_charge:R:1 method="wB97M-V/def2-TZVPD" lumo_ev=-0.5146 gap_ev=10.5 de_lowest_ev=3.399 charge=0 e_tot_ha=-764.3570 e_homo_ha=-0.40642 smiles=O.O.O.O.O.O.O.O.O.O
O 2.840 1.075 1.456 -0.06
H 2.329 1.041 2.274 0.02
H 2.490 0.369 0.904 -0.01
O -3.988 0.292 -1.796 -0.05
H -3.240 0.840 -2.061 0.02
H -3.545 -0.493 -1.449 0.02
O -0.159 3.134 -2.075 -0.07
H -0.858 2.606 -2.482 0.02
H 0.376 2.485 -1.601 0.01
O -3.067 -1.889 1.185 -0.07
H -3.034 -0.921 1.258 0.02
H -3.530 -2.073 2.015 0.04
O 2.938 0.778 -1.495 -0.04
H 3.119 1.404 -2.197 0.05
H 3.729 0.472 -1.048 0.04
O -1.779 1.246 2.210 -0.06
H -1.305 1.506 1.404 0.04
H -0.982 1.057 2.731 0.03
O 0.771 -1.455 0.909 -0.04
H 1.316 -1.920 1.552 0.04
H -0.054 -1.947 0.804 0.06
O 0.969 -0.812 3.838 -0.04
H 0.790 -1.330 3.046 -0.01
H 0.476 -1.244 4.542 0.05
O -0.187 0.248 -2.599 -0.04
H -0.599 -0.409 -2.032 0.02
H 0.749 0.146 -2.421 0.01
O 1.540 -2.252 -1.870 -0.05
H 1.946 -2.554 -1.047 0.03
H 0.624 -2.416 -1.610 0.02



No. 12
10
Properties=species:S:1:pos:R:3:lowdin_charge:R:1 method="wB97M-V/def2-TZVPD" lumo_ev="0.4548 / 0.4547" gap_ev="8.3 / 8.3" de_lowest_ev=3.845 charge=0 e_tot_ha=-698.5340 e_homo_ha="-0.28971 / -0.28977"
C -0.051 0.879 0.960 -0.40
N 0.960 0.196 1.248 0.12
N -0.289 0.394 -1.106 -0.44
O -0.957 1.541 1.408 0.09
O -1.462 -0.444 -1.098 -0.24
S 1.126 -0.625 -1.521 0.76
H 1.116 -0.532 0.506 -0.01
H 1.391 0.107 2.170 0.15
H -2.264 0.184 -0.989 0.13
H 0.429 -1.699 -1.579 -0.17



No. 13
75
Properties=species:S:1:pos:R:3:lowdin_charge:R:1 method="wB97M-V/def2-TZVPD" lumo_ev=1.3898 gap_ev=6.6 charge=-1 e_tot_ha=-2039.1245 e_homo_ha=-0.19105
C 3.211 -0.667 -0.382 -0.09
B 2.053 0.442 -0.478 -0.52
O 2.407 1.784 -0.146 -0.01
Nb -0.161 0.077 -1.117 1.71
C 0.498 0.572 -3.245 -0.31
O 1.580 -0.365 -3.559 -0.30
O 1.002 -1.561 -3.968 -0.11
C -2.242 -0.370 -1.959 -0.25
C -3.316 -0.719 -0.915 -0.51
O -3.806 -1.815 -0.880 0.07
F -3.776 0.239 -0.014 0.02
N -0.605 2.112 -0.642 -0.07
C -1.460 2.646 -1.418 -0.47
O -1.988 3.192 -2.311 0.03
O -0.696 -0.456 0.868 -0.33
C -0.672 -1.849 0.989 -0.42
N -1.073 -2.938 0.891 0.12
H 4.119 -0.235 -0.879 0.04
H 2.970 -1.632 -0.890 0.04
H 3.462 -0.812 0.708 0.05
H 2.300 2.357 -0.921 0.08
H 0.261 -1.670 -1.381 -0.05
H -0.311 0.358 -4.000 0.07
H 0.890 1.616 -3.307 0.06
H 1.275 -2.247 -3.328 0.08
H -2.658 0.419 -2.648 0.06
H -2.139 -1.285 -2.606 0.06
C -1.981 -5.531 2.629 -0.08
C -1.057 -6.435 3.347 -0.28
N -0.337 -7.139 3.907 0.09
H -1.443 -4.651 2.274 0.02
H -2.407 -6.046 1.769 0.03
H -2.781 -5.210 3.296 0.08
C -2.430 7.582 -1.915 -0.07
C -2.053 6.152 -1.908 -0.17
N -1.771 5.028 -1.902 0.13
H -3.352 7.725 -1.353 0.08
H -1.638 8.172 -1.454 0.06
H -2.580 7.921 -2.940 0.07
C 6.345 -0.153 2.109 -0.06
C 6.492 0.092 0.660 -0.27
N 6.609 0.284 -0.469 0.13
H 6.628 0.739 2.666 0.06
H 5.310 -0.403 2.339 0.07
H 6.987 -0.979 2.413 0.08
C 8.979 3.269 4.015 -0.07
C 9.277 1.823 3.945 -0.28
N 9.508 0.697 3.890 0.13
H 8.065 3.432 4.585 0.08
H 9.800 3.793 4.502 0.08
H 8.847 3.669 3.010 0.08
C -4.720 -4.537 -2.276 -0.08
C -4.426 -5.012 -3.645 -0.28
N -4.198 -5.384 -4.711 0.10
H -5.655 -4.973 -1.925 0.08
H -3.919 -4.829 -1.601 0.03
H -4.810 -3.452 -2.270 0.06
C -0.703 -7.077 -1.030 -0.05
C -2.109 -6.858 -0.634 -0.24
N -3.216 -6.690 -0.341 0.14
H -0.276 -6.148 -1.405 0.09
H -0.125 -7.413 -0.169 0.08
H -0.653 -7.835 -1.811 0.08
C -4.948 2.624 2.075 -0.06
C -4.866 4.066 1.758 -0.28
N -4.803 5.189 1.512 0.12
H -4.670 2.036 1.200 0.06
H -4.269 2.385 2.893 0.08
H -5.964 2.366 2.369 0.08
C -0.988 4.597 1.450 -0.06
C -0.932 6.048 1.170 -0.27
N -0.889 7.178 0.952 0.12
H -0.690 4.035 0.562 0.03
H -0.312 4.351 2.269 0.08
H -2.002 4.312 1.730 0.06